Entry i
Computed, not measured: a 2-piece molecular cluster, CH5NO2P overall, with ωB97M-V with the def2-TZVPD basis set.

Summary:
orbital gap: 0.29426 hartree
HOMO energy: -0.14209 Eh
total charge: -1

Geometry (Å):
C  0.39  2.55  -0.13
N  -0.55  -2.61  0.07
O  1.61  0.10  0.50
O  -0.89  0.13  0.62
P  0.35  0.80  0.05
H  -0.40  3.11  -0.48
H  0.23  -2.03  -0.15
H  1.43  2.72  -0.49
H  -1.09  -2.00  0.74
H  -1.08  -2.78  -0.74

What are the Löwdin partial charges on each atom? They are as follows, in elementary charge units: number 1, C, carries -0.258; number 2, N, carries -0.007; number 3, O, carries -0.451; number 4, O, carries -0.468; number 5, P, carries 0.404; number 6, H, carries -0.096; number 7, H, carries -0.046; number 8, H, carries -0.044; number 9, H, carries 0.005; number 10, H, carries -0.040

***

Entry ii
Computed, not measured: a 2-piece molecular cluster, CH5NO2P overall, with ωB97M-V with the def2-TZVPD basis set.

Summary:
orbital gap (alpha / beta): 0.23002 / 0.20157 hartree
HOMO energy (alpha / beta): -0.08348 / -0.06215 Eh
total charge: -1

Geometry (Å):
C  -1.50  0.43  -0.27
N  2.76  -0.61  0.16
O  -0.87  -1.89  0.57
O  2.04  0.22  -0.68
P  -0.74  -1.22  -0.78
H  -0.87  0.88  0.41
H  -2.55  0.35  0.23
H  -1.65  1.36  -1.03
H  2.49  -0.23  1.07
H  2.44  -1.58  0.26

What are the Löwdin partial charges on each atom? They are as follows, in elementary charge units: number 1, C, carries -0.397; number 2, N, carries -0.261; number 3, O, carries -0.612; number 4, O, carries -0.502; number 5, P, carries 0.717; number 6, H, carries -0.053; number 7, H, carries 0.034; number 8, H, carries 0.055; number 9, H, carries 0.012; number 10, H, carries 0.007

***

What are the relative energies? In kJ/mol: entry i 0.0; entry ii 393.8.

***

Entry i
Computed, not measured: an isolated ion of composition C5H10NO and charge +1, with ωB97M-V with the def2-TZVPD basis set.

Summary:
SMILES: [NH3+]/C=C\CCC=O
orbital gap: 0.38053 hartree
HOMO energy: -0.52731 Eh
total charge: +1

Geometry (Å):
N  -1.61  -1.01  0.40
C  -1.28  -0.55  -0.96
C  -0.73  0.65  -1.23
C  0.44  1.28  -0.40
C  1.51  0.25  -0.03
C  1.56  -0.45  1.33
O  0.58  -0.65  2.00
H  -0.86  -0.68  1.08
H  -2.46  -0.49  0.59
H  -1.71  -2.01  0.54
H  -1.93  -1.03  -1.69
H  -1.16  1.36  -1.93
H  0.79  2.13  -0.98
H  0.08  1.72  0.56
H  1.70  -0.45  -0.85
H  2.52  0.72  -0.02
H  2.56  -0.82  1.57

What are the Löwdin partial charges on each atom? They are as follows, in elementary charge units: number 1, N, carries 0.204; number 2, C, carries -0.085; number 3, C, carries -0.024; number 4, C, carries -0.147; number 5, C, carries -0.157; number 6, C, carries -0.181; number 7, O, carries 0.037; number 8, H, carries 0.109; number 9, H, carries 0.176; number 10, H, carries 0.173; number 11, H, carries 0.122; number 12, H, carries 0.122; number 13, H, carries 0.117; number 14, H, carries 0.130; number 15, H, carries 0.136; number 16, H, carries 0.128; number 17, H, carries 0.139

***

Entry ii
Computed, not measured: an isolated ion of composition C5H10NO and charge +1, with ωB97M-V with the def2-TZVPD basis set.

Summary:
SMILES: [NH3+][C@]12CCO[C@H]1C2
orbital gap: 0.35444 hartree
HOMO energy: -0.50115 Eh
total charge: +1

Geometry (Å):
N  -1.64  0.66  0.32
C  -0.39  0.04  0.35
C  0.82  1.01  -0.07
C  1.59  0.17  -1.09
O  1.17  -1.23  -0.92
C  -0.18  -1.30  -0.29
C  -0.17  -1.14  1.22
H  -2.48  0.16  -0.19
H  -1.41  1.61  -0.19
H  -1.94  0.93  1.20
H  1.32  1.24  0.84
H  0.44  1.91  -0.45
H  1.23  0.39  -2.12
H  2.68  0.05  -1.09
H  -0.83  -1.84  -0.94
H  -1.00  -1.51  1.76
H  0.79  -1.15  1.66

What are the Löwdin partial charges on each atom? They are as follows, in elementary charge units: number 1, N, carries 0.241; number 2, C, carries -0.408; number 3, C, carries -0.024; number 4, C, carries -0.118; number 5, O, carries -0.113; number 6, C, carries -0.124; number 7, C, carries 0.049; number 8, H, carries 0.254; number 9, H, carries 0.227; number 10, H, carries 0.140; number 11, H, carries 0.112; number 12, H, carries 0.091; number 13, H, carries 0.138; number 14, H, carries 0.137; number 15, H, carries 0.156; number 16, H, carries 0.118; number 17, H, carries 0.123

***

What are the relative energies? In kJ/mol: entry i 0.0; entry ii 88.1.

***

Entry i
Computed, not measured: an isolated ion of composition C5H10NO and charge +1, with ωB97M-V with the def2-TZVPD basis set.

Summary:
SMILES: C#[N+][C@@H](C)OCC
orbital gap: 0.37031 hartree
HOMO energy: -0.54528 Eh
total charge: +1

Geometry (Å):
C  2.10  1.51  0.57
N  1.73  0.61  -0.04
C  0.87  -0.49  -0.38
C  1.74  -1.80  0.09
O  -0.30  -0.17  0.32
C  -1.38  0.27  -0.49
C  -2.48  0.77  0.53
H  2.50  2.50  1.01
H  0.78  -0.45  -1.53
H  2.12  -1.34  0.96
H  2.46  -1.91  -0.73
H  0.99  -2.59  -0.01
H  -1.17  1.03  -1.13
H  -1.81  -0.55  -1.15
H  -2.94  -0.12  0.97
H  -2.01  1.41  1.19
H  -3.18  1.32  -0.19

What are the Löwdin partial charges on each atom? They are as follows, in elementary charge units: number 1, C, carries 0.326; number 2, N, carries 0.176; number 3, C, carries -0.340; number 4, C, carries 0.067; number 5, O, carries -0.085; number 6, C, carries -0.234; number 7, C, carries -0.024; number 8, H, carries 0.192; number 9, H, carries 0.196; number 10, H, carries 0.063; number 11, H, carries 0.094; number 12, H, carries 0.105; number 13, H, carries 0.075; number 14, H, carries 0.150; number 15, H, carries 0.080; number 16, H, carries 0.046; number 17, H, carries 0.113

***

Entry ii
Computed, not measured: an isolated ion of composition C5H10NO and charge +1, with ωB97M-V with the def2-TZVPD basis set.

Summary:
SMILES: [NH3+]/C=C\CCC=O
orbital gap: 0.38410 hartree
HOMO energy: -0.51181 Eh
total charge: +1

Geometry (Å):
N  1.35  -0.66  1.64
C  0.29  0.42  1.73
C  -0.60  0.52  0.77
C  -1.03  -0.53  -0.21
C  -1.03  0.02  -1.64
C  0.31  0.67  -1.91
O  1.32  0.22  -1.43
H  1.25  -1.05  0.70
H  2.24  -0.16  1.72
H  1.28  -1.34  2.40
H  0.69  1.28  2.26
H  -1.19  1.44  0.83
H  -0.29  -1.34  -0.23
H  -2.01  -0.95  0.04
H  -1.07  -0.83  -2.34
H  -1.87  0.65  -1.91
H  0.35  1.64  -2.43

What are the Löwdin partial charges on each atom? They are as follows, in elementary charge units: number 1, N, carries 0.215; number 2, C, carries -0.053; number 3, C, carries -0.075; number 4, C, carries -0.163; number 5, C, carries -0.131; number 6, C, carries -0.221; number 7, O, carries 0.043; number 8, H, carries 0.129; number 9, H, carries 0.173; number 10, H, carries 0.175; number 11, H, carries 0.131; number 12, H, carries 0.141; number 13, H, carries 0.103; number 14, H, carries 0.137; number 15, H, carries 0.138; number 16, H, carries 0.122; number 17, H, carries 0.135

***

Entry iii
Computed, not measured: an isolated ion of composition C5H10NO and charge +1, with ωB97M-V with the def2-TZVPD basis set.

Summary:
SMILES: C[C@@H]1C[N@@H+]2CO[C@H]12
orbital gap: 0.43118 hartree
HOMO energy: -0.55966 Eh
total charge: +1

Geometry (Å):
C  -0.31  -1.85  -0.49
C  -0.25  -0.34  -1.01
C  1.05  0.50  -0.78
N  0.31  1.31  0.28
C  0.14  0.64  1.64
O  -1.20  0.22  1.31
C  -1.07  0.61  -0.03
H  0.38  -1.98  0.34
H  -0.03  -2.53  -1.30
H  -1.20  -2.26  -0.23
H  -0.57  -0.31  -2.02
H  2.06  0.10  -0.37
H  1.35  1.21  -1.52
H  0.52  2.30  0.17
H  0.74  -0.16  1.95
H  0.13  1.32  2.44
H  -2.06  1.23  -0.38

What are the Löwdin partial charges on each atom? They are as follows, in elementary charge units: number 1, C, carries -0.005; number 2, C, carries -0.177; number 3, C, carries -0.021; number 4, N, carries 0.048; number 5, C, carries -0.022; number 6, O, carries -0.018; number 7, C, carries -0.139; number 8, H, carries 0.082; number 9, H, carries 0.094; number 10, H, carries 0.048; number 11, H, carries 0.127; number 12, H, carries 0.174; number 13, H, carries 0.119; number 14, H, carries 0.197; number 15, H, carries 0.132; number 16, H, carries 0.135; number 17, H, carries 0.226

***

What are the relative energies? In kJ/mol: entry i 238.9; entry ii 0.0; entry iii 178.8.

***

Entry i
Computed, not measured: a 2-piece molecular cluster, C5H10NO overall, with ωB97M-V with the def2-TZVPD basis set.

Summary:
orbital gap (alpha / beta): 0.29099 / 0.29122 hartree
HOMO energy (alpha / beta): -0.46255 / -0.46265 Eh
total charge: +1

Geometry (Å):
C  0.16  0.26  0.10
C  -1.82  -1.38  0.07
C  -2.42  0.00  -0.04
C  0.38  1.68  0.07
C  2.47  -1.06  0.01
N  -0.97  -0.25  -0.02
O  3.33  -0.04  0.10
H  -1.66  -1.70  1.05
H  -1.71  -2.33  -0.62
H  -2.92  0.30  -0.97
H  -2.86  0.45  0.85
H  0.95  1.94  -0.80
H  1.03  2.01  0.88
H  -0.59  2.18  -0.02
H  2.09  -1.42  0.97
H  2.25  -1.67  -0.86
H  3.95  0.08  -0.60

What are the Löwdin partial charges on each atom? They are as follows, in elementary charge units: number 1, C, carries -0.063; number 2, C, carries -0.064; number 3, C, carries -0.004; number 4, C, carries -0.059; number 5, C, carries 0.087; number 6, N, carries -0.097; number 7, O, carries 0.067; number 8, H, carries 0.099; number 9, H, carries 0.176; number 10, H, carries 0.127; number 11, H, carries 0.128; number 12, H, carries 0.085; number 13, H, carries 0.097; number 14, H, carries 0.096; number 15, H, carries 0.094; number 16, H, carries 0.103; number 17, H, carries 0.127

***

Entry ii
Computed, not measured: an isolated ion of composition C5H10NO and charge +1, with ωB97M-V with the def2-TZVPD basis set.

Summary:
orbital gap (alpha / beta): 0.33740 / 0.29489 hartree
HOMO energy (alpha / beta): -0.55013 / -0.51475 Eh
total charge: +1

Geometry (Å):
C  0.43  -1.83  0.80
C  0.00  0.45  0.10
C  -0.27  -0.09  -1.38
C  -0.02  1.04  -2.43
C  0.19  -0.21  2.50
N  0.08  -0.65  1.03
O  0.33  -1.27  -1.57
H  0.41  -2.76  1.48
H  0.81  1.16  0.22
H  -1.02  0.95  0.34
H  -1.32  -0.33  -1.54
H  0.95  1.01  -2.81
H  -0.45  2.02  -1.97
H  -0.72  0.74  -3.12
H  0.32  -0.98  3.23
H  -0.73  0.32  2.69
H  1.03  0.41  2.41

What are the Löwdin partial charges on each atom? They are as follows, in elementary charge units: number 1, C, carries 0.293; number 2, C, carries -0.068; number 3, C, carries -0.453; number 4, C, carries 0.033; number 5, C, carries 0.066; number 6, N, carries -0.160; number 7, O, carries 0.078; number 8, H, carries 0.167; number 9, H, carries 0.141; number 10, H, carries 0.177; number 11, H, carries 0.154; number 12, H, carries 0.074; number 13, H, carries 0.141; number 14, H, carries 0.055; number 15, H, carries 0.104; number 16, H, carries 0.106; number 17, H, carries 0.093

***

What are the relative energies? In kJ/mol: entry i 0.0; entry ii 90.1.

***

Entry i
Computed, not measured: a 2-piece molecular cluster, C5H10NO overall, with ωB97M-V with the def2-TZVPD basis set.

Summary:
orbital gap (alpha / beta): 0.21870 / 0.29092 hartree
HOMO energy (alpha / beta): -0.41560 / -0.44860 Eh
total charge: +1

Geometry (Å):
C  0.14  2.09  -0.76
C  -0.55  1.28  -0.21
C  2.32  0.14  0.53
C  0.89  -1.41  -0.31
C  -1.37  0.40  0.46
N  -2.51  -0.44  -0.27
O  1.61  -0.37  -0.56
H  1.08  2.46  -1.21
H  2.97  1.02  0.34
H  2.99  -0.72  1.02
H  1.67  0.38  1.39
H  0.75  -1.89  0.69
H  0.31  -1.87  -1.11
H  -1.97  0.87  1.36
H  -3.16  0.24  -0.67
H  -3.10  -1.10  0.39
H  -2.08  -1.09  -1.07

What are the Löwdin partial charges on each atom? They are as follows, in elementary charge units: number 1, C, carries 0.137; number 2, C, carries -0.261; number 3, C, carries -0.087; number 4, C, carries 0.051; number 5, C, carries -0.136; number 6, N, carries 0.107; number 7, O, carries -0.132; number 8, H, carries 0.085; number 9, H, carries 0.116; number 10, H, carries 0.148; number 11, H, carries 0.099; number 12, H, carries 0.119; number 13, H, carries 0.096; number 14, H, carries 0.135; number 15, H, carries 0.138; number 16, H, carries 0.197; number 17, H, carries 0.188

***

Entry ii
Computed, not measured: a 2-piece molecular cluster, C5H10NO overall, with ωB97M-V with the def2-TZVPD basis set.

Summary:
orbital gap: 0.41522 hartree
HOMO energy: -0.52343 Eh
total charge: +1

Geometry (Å):
C  -3.67  -0.33  -0.36
C  -2.54  0.26  0.36
C  2.07  1.22  -0.37
C  2.43  -0.15  -0.04
C  3.17  -1.22  -0.04
N  1.21  0.38  0.51
O  -1.38  0.04  0.02
H  -3.78  -1.33  0.11
H  -4.55  0.23  -0.13
H  -2.84  0.77  1.22
H  2.76  1.94  -0.07
H  1.81  1.47  -1.43
H  4.12  -1.38  -0.69
H  -3.28  -0.30  -1.31
H  2.91  -2.16  0.50
H  1.29  0.58  1.52
H  0.26  -0.01  0.21

What are the Löwdin partial charges on each atom? They are as follows, in elementary charge units: number 1, C, carries -0.008; number 2, C, carries -0.227; number 3, C, carries 0.019; number 4, C, carries -0.274; number 5, C, carries 0.116; number 6, N, carries 0.157; number 7, O, carries 0.000; number 8, H, carries 0.128; number 9, H, carries 0.089; number 10, H, carries 0.110; number 11, H, carries 0.113; number 12, H, carries 0.158; number 13, H, carries 0.126; number 14, H, carries 0.065; number 15, H, carries 0.098; number 16, H, carries 0.196; number 17, H, carries 0.134

***

What are the relative energies? In kJ/mol: entry i 362.5; entry ii 0.0.

***

Entry i
Computed, not measured: a 2-piece molecular cluster, ClH2O2PS overall, with ωB97M-V with the def2-TZVPD basis set.

Summary:
SMILES: O=P(=S)Cl.O
orbital gap: 0.34722 hartree
HOMO energy: -0.39153 Eh

Geometry (Å):
O  -1.45  1.15  -1.54
P  -1.66  0.53  -0.24
S  -1.61  -1.28  0.44
Cl  -1.86  2.06  1.15
O  2.32  -0.52  -0.12
H  1.88  -1.19  -0.53
H  2.37  -0.76  0.83

What are the Löwdin partial charges on each atom? They are as follows, in elementary charge units: number 1, O, carries -0.414; number 2, P, carries -0.058; number 3, S, carries 0.237; number 4, Cl, carries 0.247; number 5, O, carries -0.029; number 6, H, carries -0.043; number 7, H, carries 0.060

***

Entry ii
Computed, not measured: a 2-piece molecular cluster, ClH2O2PS overall, with ωB97M-V with the def2-TZVPD basis set.

Summary:
SMILES: O=PO.SCl
orbital gap: 0.33662 hartree
HOMO energy: -0.34440 Eh

Geometry (Å):
O  -1.34  0.38  1.07
P  -2.21  -0.17  0.06
O  -1.59  0.42  -1.28
H  -1.79  -0.04  -2.11
S  2.97  0.01  0.94
Cl  1.64  -1.56  0.87
H  2.32  0.97  0.44

What are the Löwdin partial charges on each atom? They are as follows, in elementary charge units: number 1, O, carries -0.460; number 2, P, carries 0.713; number 3, O, carries -0.308; number 4, H, carries 0.048; number 5, S, carries 0.281; number 6, Cl, carries -0.001; number 7, H, carries -0.273

***

What are the relative energies? In kJ/mol: entry i 0.0; entry ii 58.5.